[1]
{
  "formula": "C4H5NO",
  "method": "ωB97M-V/def2-TZVPD",
  "smiles": "O=C1CC=CN1",
  "de_lowest_ev": 0.7242,
  "multiplicity": 1,
  "orbital_gap_ev": 9.700,
  "symbols": ["O", "C", "C", "C", "C", "N", "H", "H", "H", "H", "H"],
  "xyz": [[-1.65142, -0.81810, -1.43168], [-0.67708, -0.43418, -0.82106], [-0.64305, 0.92021, -0.17991], [0.51512, 0.79894, 0.81709], [1.06483, -0.41726, 0.65929], [0.37501, -1.16719, -0.31387], [-1.72832, 0.79100, -0.05478], [-0.54316, 1.78206, -0.84209], [0.96656, 1.59049, 1.41397], [1.92499, -0.87558, 1.15082], [0.39651, -2.17038, -0.39779]]
}

[2]
{
  "formula": "C24H27ClKN4O2S2",
  "method": "ωB97M-V/def2-TZVPD",
  "de_lowest_ev": 0.5194,
  "multiplicity": 1,
  "total_charge": -1,
  "orbital_gap_ev": [7.012, 5.538],
  "symbols": ["K", "S", "C", "N", "C", "C", "N", "C", "C", "C", "C", "C", "C", "C", "C", "S", "C", "C", "C", "C", "C", "C", "C", "H", "H", "H", "H", "H", "H", "H", "H", "H", "H", "H", "H", "H", "H", "H", "H", "H", "H", "C", "H", "H", "H", "Cl", "C", "C", "O", "O", "H", "H", "N", "C", "C", "N", "C", "H", "H", "H", "H"],
  "xyz": [[0.18930, -0.56637, 0.16437], [-0.34239, -2.31898, -2.28056], [-1.40848, -1.65382, -3.42799], [-1.79068, -2.42137, -4.53155], [-2.48014, -1.76320, -5.61608], [-3.59394, -0.93086, -5.04215], [-3.04367, 0.00952, -4.09919], [-3.78203, 1.24392, -3.95444], [-3.55918, 2.18017, -5.11884], [-2.25932, 2.45546, -5.53910], [-2.03514, 3.31382, -6.60401], [-3.10469, 3.90726, -7.26613], [-4.40035, 3.63675, -6.85406], [-4.62248, 2.77455, -5.78589], [-1.97399, -0.33757, -3.28539], [-1.37230, 0.82699, -2.18747], [-1.04009, -3.59866, -4.92392], [0.03179, -3.30290, -5.95004], [0.11208, -4.03164, -7.12987], [1.09418, -3.75672, -8.07456], [2.00511, -2.73649, -7.84893], [1.92833, -1.99771, -6.67281], [0.95158, -2.27807, -5.72964], [-2.88474, -2.52765, -6.28404], [-1.80965, -1.12031, -6.20442], [-4.34161, -1.58467, -4.57028], [-4.08408, -0.37166, -5.84356], [-3.45325, 1.70842, -3.02495], [-4.85143, 1.01466, -3.86852], [-1.43218, 1.99267, -5.01215], [-1.02075, 3.52330, -6.92034], [-2.92688, 4.57422, -8.10051], [-5.24055, 4.08877, -7.36694], [-5.63684, 2.55705, -5.46823], [-1.74196, -4.33020, -5.33801], [-0.59507, -4.01495, -4.02132], [-0.60600, -4.82351, -7.31603], [1.14128, -4.33528, -8.98926], [2.76857, -2.51542, -8.58443], [2.63655, -1.19959, -6.48773], [0.90023, -1.70968, -4.80795], [-1.99039, 2.88016, 0.54122], [-2.05618, 3.15083, -0.50010], [-1.02852, 2.84437, 1.03185], [-2.88106, 2.56454, 1.06248], [4.03749, -2.10205, 3.88824], [2.37915, -2.68683, 3.50058], [1.71099, -2.02534, 2.28019], [0.47816, -2.23171, 2.24248], [2.41988, -1.39110, 1.47108], [1.76264, -2.51820, 4.37754], [2.45459, -3.75540, 3.31550], [2.75732, 0.93882, 3.08624], [1.67691, 1.01476, 3.92780], [0.72641, 1.70790, 3.24069], [1.19413, 2.04736, 1.98773], [2.40908, 1.55700, 1.93631], [3.49521, 0.25404, 3.16379], [1.67922, 0.56422, 4.90440], [-0.26284, 1.98866, 3.56258], [3.06257, 1.59251, 1.08042]]
}

[3]
{
  "formula": "H24O12Xe",
  "method": "ωB97M-V/def2-TZVPD",
  "de_lowest_ev": 0.6064,
  "multiplicity": 1,
  "orbital_gap_ev": 9.971,
  "symbols": ["Xe", "O", "H", "H", "O", "H", "H", "O", "H", "H", "O", "H", "H", "O", "H", "H", "O", "H", "H", "O", "H", "H", "O", "H", "H", "O", "H", "H", "O", "H", "H", "O", "H", "H", "O", "H", "H"],
  "xyz": [[-0.40997, 0.08945, -0.46717], [-0.01823, -3.37495, -2.25292], [0.23723, -3.03759, -3.11150], [-0.92069, -3.07764, -2.13706], [2.78601, -1.13792, 0.81608], [2.00230, -1.68348, 0.88234], [2.73053, -0.74283, -0.05402], [-1.76066, -3.24364, 1.83780], [-1.30734, -2.84269, 2.57941], [-1.14241, -3.17070, 1.11070], [1.12960, 2.11921, -3.10196], [1.70949, 2.84195, -3.34199], [0.27106, 2.37935, -3.43580], [-0.09420, 1.91989, 2.39160], [-0.28718, 1.72119, 3.30784], [0.74163, 1.48506, 2.22262], [2.11056, 4.04937, -1.18814], [2.97431, 3.71807, -1.43389], [1.49874, 3.38910, -1.51365], [0.81354, -3.20983, 0.55023], [1.27069, -3.98706, 0.87139], [0.62840, -3.40292, -0.36883], [3.38307, 0.07024, -1.67309], [2.75033, 0.61161, -2.14510], [4.09589, 0.67026, -1.45376], [-4.43425, 1.74139, -0.45978], [-3.81962, 1.75349, 0.27392], [-4.34750, 0.86341, -0.83106], [-2.71932, 1.66484, 1.93924], [-3.07681, 2.47217, 2.30890], [-1.80307, 1.87083, 1.75405], [-4.35704, -1.16312, -0.90801], [-4.65340, -1.28158, -0.00559], [-3.79261, -1.91767, -1.07625], [2.34431, 0.76077, 2.95718], [3.25412, 1.02937, 2.82938], [2.21233, 0.05264, 2.32681]]
}

[4]
{
  "formula": "C5H9NO2",
  "method": "ωB97M-V/def2-TZVPD",
  "de_lowest_ev": 4.3169,
  "multiplicity": 1,
  "orbital_gap_ev": [7.975, 7.974],
  "symbols": ["C", "C", "C", "C", "N", "C", "O", "O", "H", "H", "H", "H", "H", "H", "H", "H", "H"],
  "xyz": [[-0.56514, 0.22006, 0.30877], [0.52210, -0.87180, -0.93699], [0.40972, -1.02678, 0.49387], [1.64588, -0.16389, -1.58609], [0.00847, 1.49643, 0.29167], [-2.00919, 0.06570, 1.44580], [-1.88866, 0.09937, -0.05901], [-2.13410, 1.00612, 2.19073], [-0.15368, -1.44338, -1.56322], [-0.58680, 2.17854, -0.15910], [0.28567, 1.80786, 1.21528], [-2.45566, -0.92088, 1.63418], [1.26832, -0.74758, 1.09690], [-0.15563, -1.88018, 0.85050], [1.58176, -0.19283, -2.67386], [1.60530, 0.89837, -1.29343], [2.62163, -0.52513, -1.25600]]
}

[5]
{
  "formula": "C24H48CrNO21",
  "method": "ωB97M-V/def2-TZVPD",
  "multiplicity": 5,
  "total_charge": 1,
  "s2": 6.004,
  "orbital_gap_ev": [8.283, 8.739],
  "symbols": ["Cr", "N", "O", "O", "O", "C", "C", "O", "C", "O", "O", "C", "H", "H", "H", "H", "H", "H", "H", "H", "C", "C", "O", "C", "O", "O", "C", "H", "H", "H", "H", "H", "H", "H", "H", "C", "C", "O", "C", "O", "O", "C", "H", "H", "H", "H", "H", "H", "H", "H", "C", "C", "O", "C", "O", "O", "C", "H", "H", "H", "H", "H", "H", "H", "H", "C", "C", "O", "C", "O", "O", "C", "H", "H", "H", "H", "H", "H", "H", "H", "C", "C", "O", "C", "O", "O", "C", "H", "H", "H", "H", "H", "H", "H", "H"],
  "xyz": [[-6.70629, 31.60961, -23.38340], [-9.66806, 31.62878, -21.79565], [-8.47105, 31.77759, -22.21952], [-10.46920, 32.54995, -21.90206], [-9.98390, 30.54055, -21.29653], [-5.58215, 34.21999, -28.14149], [-5.83092, 34.18815, -26.66462], [-7.16557, 34.55414, -26.36711], [-7.73737, 34.28342, -25.20427], [-7.35844, 33.40155, -24.44107], [-8.69582, 35.14249, -25.00074], [-9.54938, 35.05753, -23.84771], [-4.57463, 33.85855, -28.36132], [-5.54492, 35.21207, -28.59660], [-6.31653, 33.62576, -28.68271], [-5.05788, 34.73909, -26.11672], [-5.68202, 33.16656, -26.28405], [-9.03322, 34.83700, -22.91603], [-10.37524, 34.36256, -23.98695], [-9.99860, 36.04172, -23.73212], [-5.95094, 36.70411, -23.15212], [-4.77675, 35.74456, -22.96943], [-4.83628, 35.22143, -21.63292], [-5.45430, 34.09251, -21.40222], [-5.92462, 33.36262, -22.24670], [-5.59380, 33.99149, -20.09840], [-6.36841, 32.93698, -19.55999], [-6.02287, 37.29369, -22.24092], [-6.88557, 36.23393, -23.46252], [-5.79471, 37.39552, -23.98554], [-3.86802, 36.32678, -23.08655], [-4.81035, 34.88460, -23.63834], [-6.62222, 33.20705, -18.53863], [-5.81430, 32.00223, -19.44399], [-7.24842, 32.67791, -20.14679], [-3.37478, 26.83352, -23.61665], [-4.40832, 27.88306, -24.03360], [-5.67851, 27.40382, -23.62843], [-6.69108, 28.23288, -23.63544], [-6.59928, 29.42775, -23.81117], [-7.77428, 27.55982, -23.33718], [-8.97582, 28.31362, -23.22188], [-3.34375, 26.70148, -22.53512], [-2.42467, 26.96199, -24.12362], [-3.77147, 25.85435, -23.90862], [-4.31254, 28.11712, -25.09507], [-4.13007, 28.82462, -23.54805], [-9.81414, 27.62200, -23.18214], [-9.17292, 28.94262, -24.09359], [-8.94913, 28.92265, -22.32050], [-8.08750, 39.29096, -18.19715], [-8.57599, 38.55919, -19.44511], [-9.61005, 37.65054, -19.12993], [-10.17973, 37.06700, -20.19332], [-10.06782, 37.39652, -21.34021], [-11.03503, 36.16026, -19.72788], [-11.82647, 35.51999, -20.73138], [-7.44540, 38.65702, -17.58348], [-8.93371, 39.65832, -17.61929], [-7.44223, 40.13334, -18.44834], [-7.68949, 38.17947, -19.96713], [-8.95084, 39.28502, -20.17515], [-12.40843, 34.76738, -20.20884], [-11.29371, 35.05532, -21.56097], [-12.45883, 36.28984, -21.17697], [-1.70213, 29.99619, -21.67933], [-3.03624, 30.63099, -21.33733], [-3.94420, 29.60993, -20.91457], [-5.23284, 29.81612, -20.98763], [-5.75217, 30.69034, -21.66071], [-5.88199, 28.88940, -20.34266], [-7.18237, 29.20203, -19.79374], [-0.95728, 30.74869, -21.94123], [-1.77096, 29.37321, -22.57190], [-1.30921, 29.42236, -20.84150], [-3.36867, 31.15780, -22.23474], [-2.95716, 31.36961, -20.53932], [-7.80485, 29.69538, -20.54371], [-6.99819, 29.84275, -18.93312], [-7.69036, 28.28988, -19.50176], [-15.22250, 32.43515, -22.72503], [-13.84537, 32.99029, -23.02238], [-13.82118, 34.41417, -22.94746], [-13.38934, 35.09779, -24.00316], [-13.00345, 34.67317, -25.06283], [-13.38504, 36.38413, -23.65866], [-13.30819, 37.39228, -24.67356], [-15.94497, 32.79633, -23.46336], [-15.62541, 32.82835, -21.78825], [-15.19608, 31.34901, -22.71314], [-13.57046, 32.63604, -24.01531], [-13.17288, 32.64355, -22.23440], [-12.82620, 38.24179, -24.18975], [-14.32366, 37.73567, -24.86136], [-12.72084, 37.04305, -25.51535]]
}

[6]
{
  "formula": "C4H5NO",
  "method": "ωB97M-V/def2-TZVPD",
  "de_lowest_ev": 3.1273,
  "multiplicity": 1,
  "orbital_gap_ev": 11.382,
  "symbols": ["N", "C", "C", "C", "C", "O", "H", "H", "H", "H", "H"],
  "xyz": [[2.64898, -0.89897, -0.02084], [1.72320, -0.23981, 0.11845], [0.53936, 0.63621, 0.25897], [-0.50333, 0.22340, -0.75122], [-1.01886, -0.55967, 0.56529], [-0.23338, 0.30815, 1.41168], [0.83129, 1.67350, 0.28321], [-1.14123, 1.08474, -1.08594], [-0.26102, -0.36161, -1.63710], [-1.93882, -0.24115, 0.17388], [-0.64145, -1.59406, 0.64215]]
}

Number 1: energy -7765.802 eV. Number 2: energy -85902.022 eV. Number 3: energy -33922.656 eV. Number 4: energy -10912.259 eV. Number 5: energy -98567.530 eV. Number 6: energy -7763.399 eV.